{
  "formula": "C33H32NO3P",
  "method": "ωB97M-V/def2-TZVPD",
  "symbols": ["C", "C", "O", "C", "C", "P", "C", "C", "C", "C", "C", "C", "C", "C", "C", "C", "C", "C", "O", "O", "H", "H", "H", "H", "H", "H", "H", "H", "H", "H", "H", "H", "H", "H", "H", "H", "C", "N", "C", "C", "C", "C", "C", "C", "C", "C", "C", "C", "C", "C", "C", "C", "C", "C", "H", "H", "H", "H", "H", "H", "H", "H", "H", "H", "H", "H", "H", "H", "H", "H"],
  "positions_angstrom": [[4.778, -1.498, 2.112], [3.790, -2.383, 1.398], [2.597, -1.610, 1.147], [1.665, -2.290, 0.399], [0.449, -1.527, 0.256], [-0.957, -2.446, -0.256], [-0.924, -4.167, 0.381], [-0.361, -4.503, 1.619], [-0.418, -5.819, 2.095], [-1.024, -6.819, 1.330], [-1.570, -6.494, 0.084], [-1.516, -5.177, -0.390], [-2.409, -1.773, 0.641], [-2.588, -1.967, 2.015], [-3.744, -1.496, 2.650], [-4.722, -0.821, 1.915], [-4.537, -0.607, 0.544], [-3.391, -1.091, -0.091], [-1.194, -2.411, -1.739], [1.913, -3.408, -0.055], [5.648, -2.093, 2.392], [5.123, -0.683, 1.470], [4.343, -1.074, 3.023], [4.204, -2.741, 0.447], [3.533, -3.248, 2.026], [0.360, -0.601, 0.806], [0.129, -3.744, 2.231], [0.022, -6.050, 3.065], [-1.066, -7.844, 1.703], [-2.040, -7.267, -0.524], [-1.930, -4.927, -1.369], [-1.833, -2.497, 2.597], [-3.875, -1.667, 3.719], [-5.627, -0.462, 2.408], [-5.291, -0.072, -0.036], [-3.255, -0.957, -1.165], [-3.916, 2.434, -3.024], [-2.675, 2.442, -2.274], [-1.803, 1.403, -2.176], [-0.667, 1.814, -1.431], [0.514, 1.087, -1.212], [1.793, 1.721, -1.086], [2.103, 2.996, -1.650], [3.311, 3.622, -1.383], [4.279, 3.009, -0.577], [5.535, 3.740, -0.214], [4.039, 1.708, -0.114], [2.841, 1.070, -0.384], [-0.957, 3.181, -0.984], [-0.319, 4.093, -0.153], [-0.901, 5.356, 0.050], [-2.120, 5.703, -0.556], [-2.793, 4.784, -1.378], [-2.193, 3.543, -1.562], [-4.511, 3.300, -2.726], [-3.729, 2.486, -4.106], [-4.473, 1.513, -2.812], [-1.958, 0.452, -2.679], [0.459, 0.000, -1.232], [1.372, 3.485, -2.294], [3.508, 4.616, -1.786], [6.215, 3.085, 0.337], [6.059, 4.112, -1.103], [5.321, 4.612, 0.420], [4.805, 1.203, 0.476], [2.658, 0.062, -0.016], [0.614, 3.817, 0.331], [-0.396, 6.086, 0.686], [-2.556, 6.686, -0.379], [-3.745, 5.007, -1.856]],
  "atomic_forces_ev_per_a": [[0.0955, 0.1684, 0.1454], [-0.1508, 0.1044, -0.0731], [0.9199, -0.4878, 0.2959], [-1.1198, -0.0838, -0.5827], [0.3049, -1.3101, 0.5277], [0.5391, 0.3155, -0.5168], [0.1288, -0.2536, 0.0003], [-0.1969, -0.3870, 0.0401], [-0.0549, 0.2900, -0.2171], [-0.0275, 0.2752, -0.1520], [0.1135, 0.2009, 0.1462], [0.0579, -0.0441, 0.2220], [-0.1553, 0.1903, -0.0272], [-0.4010, 0.2724, 0.0051], [0.1829, -0.0330, -0.2574], [0.1811, 0.0046, -0.1925], [0.1130, -0.0982, 0.2225], [-0.0125, 0.0005, 0.3418], [-0.4974, 0.0185, 0.1910], [-0.0437, 0.8174, 0.3547], [0.0337, 0.0378, 0.0245], [-0.0616, -0.0741, 0.0950], [0.0597, -0.0252, -0.1267], [-0.1893, -0.0529, 0.2586], [0.0175, 0.1337, -0.3026], [-0.1741, -0.1819, 0.3629], [-0.0813, -0.1136, -0.2375], [-0.1018, -0.0105, -0.2431], [0.0072, 0.2796, -0.1266], [0.1276, 0.1838, 0.1424], [0.1405, -0.0133, 0.2770], [-0.1981, 0.1311, -0.1734], [-0.0109, 0.0633, -0.2750], [0.2480, -0.0866, -0.1268], [0.1184, -0.1480, 0.1679], [0.0094, -0.1586, 0.2370], [-0.2579, -0.1923, -0.3133], [0.8307, -1.2082, -0.0769], [-0.1386, 0.8886, 0.3407], [0.1134, 0.1351, 0.4411], [-0.5864, 0.5633, -1.4073], [1.0919, 0.4799, 0.3676], [-0.2253, -0.1504, 0.2871], [-0.3631, -0.1622, -0.1549], [-0.2317, -0.2612, 0.1133], [0.3064, 0.0324, 0.0639], [0.1009, 0.2931, -0.1282], [-0.6218, -0.2012, -0.1656], [-0.4406, 0.3176, -0.6473], [-0.1570, 0.6152, 0.3082], [0.0957, -0.4805, -0.0969], [-0.1725, -0.4683, -0.3670], [0.2928, 0.2290, 0.3390], [0.3423, -0.0232, 0.4052], [0.0569, -0.3034, -0.0677], [0.0165, 0.0458, 0.3272], [0.1198, 0.2669, 0.0013], [-0.0461, 0.1483, 0.1598], [0.1479, -0.1819, -0.1263], [0.1717, -0.0957, 0.2029], [-0.0692, -0.2724, 0.0091], [-0.0560, 0.1294, -0.0860], [-0.1221, -0.0842, 0.1227], [-0.0405, -0.1808, -0.1284], [-0.2473, 0.1187, -0.1694], [0.1187, 0.2445, 0.0780], [-0.1813, 0.2246, -0.0587], [-0.1628, -0.2768, -0.1669], [0.1454, -0.2804, -0.0678], [0.2470, 0.1661, 0.2344]],
  "multiplicity": 1,
  "relative_energy_kcal_mol": 30.17,
  "gap_ev": 4.6742,
  "total_charge": 0,
  "e_homo_ha": -0.24691
}



{
  "formula": "C8H21ClOP",
  "method": "ωB97M-V/def2-TZVPD",
  "symbols": ["C", "C", "C", "C", "C", "C", "P", "Cl", "H", "H", "H", "H", "H", "H", "H", "H", "H", "H", "H", "H", "H", "H", "H", "C", "C", "O", "H", "H", "H", "H", "H", "H"],
  "positions_angstrom": [[-1.601, -1.288, 0.062], [-1.175, -0.764, -1.308], [0.353, -0.631, -1.437], [0.831, 0.816, -1.445], [2.331, 0.933, -1.708], [2.832, 2.390, -1.784], [2.768, 3.138, -3.390], [1.022, 3.116, -4.271], [-1.135, -0.699, 0.852], [-2.683, -1.236, 0.179], [-1.309, -2.330, 0.186], [-1.634, 0.219, -1.463], [-1.556, -1.416, -2.094], [0.706, -1.114, -2.353], [0.825, -1.163, -0.606], [0.626, 1.289, -0.478], [0.259, 1.371, -2.193], [2.625, 0.369, -2.598], [2.866, 0.482, -0.870], [2.300, 3.032, -1.078], [3.903, 2.448, -1.545], [3.654, 2.506, -4.259], [3.157, 4.472, -3.328], [-2.625, -1.264, 4.753], [-2.326, -2.094, 3.520], [-0.933, -2.127, 3.211], [-2.257, -0.245, 4.624], [-3.697, -1.226, 4.948], [-2.138, -1.689, 5.634], [-2.806, -1.660, 2.644], [-2.710, -3.112, 3.639], [-0.473, -2.521, 3.957]],
  "atomic_forces_ev_per_a": [[-0.0302, 0.0576, -0.2974], [0.0140, 0.1399, 0.1717], [0.0373, -0.1157, -0.0540], [0.0619, 0.0860, 0.0140], [-0.0061, -0.0056, 0.1790], [0.0473, -0.2271, 0.1417], [-0.0065, 0.0666, -0.0200], [-0.1763, -0.0126, -0.0861], [-0.0345, -0.0819, 0.1189], [-0.0113, 0.0251, 0.0254], [0.0921, 0.0144, 0.1167], [-0.0059, -0.0581, -0.0991], [-0.0509, -0.0026, -0.0098], [-0.0319, -0.0007, 0.0020], [0.0738, -0.0117, -0.0383], [-0.1209, -0.0007, -0.0136], [0.0152, 0.0235, -0.0241], [-0.0134, 0.0131, -0.0458], [0.0253, -0.0771, -0.0828], [0.0016, 0.0697, -0.0266], [-0.0189, 0.0763, 0.0281], [0.0516, -0.0575, -0.0145], [0.0761, 0.0765, -0.0023], [0.0762, 0.0101, -0.0125], [0.0268, 0.0089, 0.0384], [-0.0611, 0.0473, -0.0415], [-0.0165, 0.0074, -0.0049], [-0.0079, -0.0141, -0.0052], [-0.0251, -0.0120, 0.0125], [-0.0179, -0.0141, -0.0065], [-0.0118, 0.0014, -0.0133], [0.0480, -0.0324, 0.0500]],
  "multiplicity": 1,
  "gap_ev": 8.2150,
  "total_charge": 1,
  "e_homo_ha": -0.44344
}



{
  "formula": "C36H67GaNO10S3",
  "method": "ωB97M-V/def2-TZVPD",
  "symbols": ["C", "N", "C", "Ga", "C", "C", "O", "C", "C", "O", "C", "C", "C", "C", "C", "C", "C", "C", "C", "C", "C", "C", "C", "C", "C", "C", "O", "C", "C", "O", "H", "H", "H", "H", "H", "H", "H", "H", "H", "H", "H", "H", "H", "H", "H", "H", "H", "H", "H", "H", "H", "H", "H", "H", "H", "H", "H", "H", "H", "H", "H", "H", "H", "H", "H", "H", "H", "H", "H", "H", "H", "H", "H", "C", "C", "C", "S", "O", "O", "C", "H", "H", "H", "H", "H", "H", "H", "H", "C", "C", "C", "S", "O", "O", "C", "H", "H", "H", "H", "H", "H", "H", "H", "C", "C", "C", "S", "O", "O", "C", "H", "H", "H", "H", "H", "H", "H", "H"],
  "positions_angstrom": [[4.805, 5.808, -0.277], [5.839, 4.802, -0.564], [5.567, 3.477, 0.050], [5.760, 2.010, -1.379], [4.817, 2.637, -3.101], [3.320, 2.652, -2.792], [2.584, 3.619, -3.573], [1.368, 3.922, -2.919], [0.421, 2.709, -2.864], [-0.011, 2.415, -1.508], [-1.220, 1.765, -1.592], [-2.408, 2.399, -1.389], [-3.634, 1.773, -1.503], [-3.666, 0.433, -1.826], [-4.978, -0.397, -2.032], [-5.072, -0.601, -3.584], [-6.152, 0.465, -1.551], [-4.767, -1.719, -1.246], [-6.007, -2.597, -0.941], [-6.981, -2.805, -2.123], [-6.791, -2.160, 0.313], [-5.450, -4.023, -0.601], [-2.458, -0.228, -2.016], [-1.255, 0.415, -1.897], [7.697, 1.378, -1.679], [7.985, 0.250, -0.665], [8.709, -0.881, -1.271], [8.211, -2.049, -0.804], [7.707, -3.073, -1.819], [8.171, -2.336, 0.381], [5.276, 6.789, -0.110], [4.130, 5.889, -1.146], [4.195, 5.540, 0.589], [5.919, 4.709, -1.566], [4.525, 3.410, 0.401], [6.246, 3.284, 0.892], [4.936, 0.719, -0.818], [5.002, 1.938, -3.934], [5.170, 3.615, -3.461], [3.191, 2.920, -1.731], [2.947, 1.635, -2.971], [1.530, 4.314, -1.903], [0.897, 4.691, -3.541], [0.836, 1.807, -3.327], [-0.484, 2.966, -3.433], [-2.389, 3.463, -1.152], [-4.541, 2.344, -1.357], [-4.618, -1.541, -3.904], [-6.143, -0.623, -3.826], [-4.648, 0.274, -4.081], [-6.150, 1.435, -2.055], [-5.980, 0.691, -0.488], [-7.127, -0.020, -1.611], [-4.301, -1.461, -0.285], [-4.059, -2.332, -1.810], [-6.395, -3.201, -2.966], [-7.505, -1.908, -2.452], [-7.665, -3.615, -1.849], [-7.245, -1.169, 0.245], [-7.631, -2.868, 0.409], [-6.202, -2.302, 1.234], [-6.221, -4.796, -0.665], [-5.156, -3.987, 0.459], [-4.551, -4.245, -1.181], [-2.404, -1.276, -2.289], [-0.331, -0.133, -2.073], [7.878, 0.960, -2.677], [8.387, 2.207, -1.470], [7.016, -0.124, -0.315], [8.492, 0.618, 0.234], [8.491, -3.824, -1.960], [7.403, -2.614, -2.761], [6.867, -3.592, -1.352], [-2.315, -0.747, 2.380], [-1.985, -0.471, 3.853], [-3.162, -0.988, 4.692], [-3.896, -2.328, 3.748], [-5.229, -1.937, 3.351], [-3.642, -3.583, 4.413], [-2.817, -2.186, 2.329], [-1.447, -0.605, 1.737], [-3.100, -0.065, 2.042], [-1.074, -1.007, 4.128], [-1.810, 0.584, 4.037], [-2.837, -1.370, 5.655], [-3.922, -0.220, 4.833], [-3.371, -2.419, 1.422], [-2.000, -2.895, 2.463], [-2.955, -0.069, 9.708], [-2.221, 1.254, 9.957], [-1.010, 1.291, 9.018], [-1.451, 0.296, 7.588], [-0.595, -0.862, 7.550], [-1.622, 1.152, 6.444], [-3.061, -0.207, 8.193], [-3.938, -0.081, 10.179], [-2.374, -0.897, 10.118], [-2.888, 2.089, 9.731], [-1.913, 1.355, 10.997], [-0.781, 2.302, 8.689], [-0.131, 0.843, 9.478], [-3.276, -1.222, 7.867], [-3.799, 0.483, 7.784], [4.620, -1.075, -5.101], [4.804, -2.553, -4.741], [3.661, -2.940, -3.792], [2.282, -1.860, -4.198], [2.015, -1.002, -3.072], [1.234, -2.633, -4.822], [3.142, -0.914, -5.448], [5.259, -0.777, -5.932], [4.873, -0.452, -4.241], [4.748, -3.160, -5.649], [5.774, -2.738, -4.284], [3.353, -3.974, -3.928], [3.927, -2.765, -2.750], [2.802, 0.119, -5.423], [2.915, -1.363, -6.415]],
  "atomic_forces_ev_per_a": [[0.4326, 0.0573, -0.7956], [-0.3864, -0.0237, 0.8818], [0.2313, -0.2095, -0.9859], [-0.0331, -0.2100, 0.0456], [-0.1768, -0.1093, -0.2554], [1.1062, 0.2536, -0.0165], [-0.0924, -0.2071, 0.4803], [0.0004, -0.4206, -0.5820], [-0.5306, 0.4762, 0.0765], [-0.1805, 0.3475, -0.6723], [0.6221, -0.8285, 0.2837], [-0.2929, 1.9038, 0.3692], [0.0032, -0.2905, -0.0502], [-0.9904, -1.1406, -0.0823], [1.1389, 0.9226, -0.3868], [-1.0315, 0.0625, 0.8820], [0.4448, -0.1231, 0.8393], [-1.0788, 0.2847, -0.0718], [-0.0491, -0.9068, 0.1389], [0.9488, -0.2914, -0.1303], [-0.3217, -0.6627, -0.1095], [0.0210, 0.9134, 0.8109], [0.1739, -0.3413, -0.1492], [0.7586, -0.2226, -0.1587], [0.4231, -0.4809, 0.7390], [-0.8706, 1.0572, 0.1265], [-0.8266, -0.5800, -0.0601], [0.3312, -0.6866, 1.2299], [0.2152, 0.3296, 0.2098], [-0.0123, 0.5203, -1.1043], [-0.2788, -0.0621, 0.0635], [-0.0995, 0.2057, 0.2832], [0.2323, -0.0183, 0.0076], [-0.0962, -0.0338, 0.0398], [0.1965, 0.0436, 0.0801], [-0.2125, 0.1500, 0.0248], [0.0450, -0.1058, -0.1195], [0.0892, 0.1415, 0.1277], [-0.1854, -0.0334, 0.2133], [-0.2839, -0.1497, -0.1203], [-0.2340, 0.1877, 0.2850], [0.0066, -0.1108, -0.1060], [0.0743, 0.0249, 0.2487], [0.2175, 0.1700, 0.1485], [0.1037, -0.0926, 0.0495], [0.0783, -0.1412, -0.0077], [0.1293, 0.0161, 0.0778], [0.1502, 0.2545, -0.1116], [0.2349, -0.2070, -0.2900], [0.1028, -0.2787, -0.1159], [-0.2833, -0.2837, -0.2276], [-0.1786, -0.0151, -0.1487], [0.1187, 0.0920, -0.3001], [-0.0250, -0.1058, -0.1456], [-0.0340, 0.1134, 0.0887], [-0.2082, 0.2173, -0.0318], [-0.0835, -0.1554, 0.1085], [-0.2249, 0.3858, -0.0403], [0.2868, -0.0064, 0.1249], [0.0838, 0.1658, 0.0488], [-0.1388, 0.5375, -0.3703], [0.1796, 0.0295, -0.2441], [0.1881, -0.2312, -0.2188], [-0.3171, -0.3101, -0.1325], [-0.2524, 0.0751, 0.0258], [-0.0283, 0.1539, 0.0581], [-0.0932, 0.3029, 0.0136], [0.0359, -0.1418, -0.4353], [0.2873, -0.3435, -0.0252], [0.2689, -0.2046, -0.2697], [-0.0566, 0.1828, -0.2272], [0.2119, -0.0936, 0.0607], [0.0522, 0.1368, -0.0826], [-0.0685, 0.0375, 0.1217], [0.0273, -0.0494, -0.1853], [0.2629, 0.3474, -0.0124], [0.4594, 0.0928, -0.1185], [-0.0756, -0.1949, 0.1790], [-0.3570, -0.0509, 0.0491], [0.1782, 0.1768, -0.2590], [-0.0304, 0.0088, -0.0217], [0.0104, -0.0285, -0.0633], [-0.0234, 0.0079, 0.0304], [-0.0004, -0.0258, 0.0532], [-0.0885, -0.1686, -0.0522], [-0.0723, -0.0804, -0.0557], [-0.0862, -0.1182, 0.1025], [-0.0509, -0.0357, 0.0479], [0.1033, 0.0296, 0.0388], [-0.0701, -0.0094, -0.0129], [-0.0254, 0.2166, 0.3803], [-0.2274, 0.1541, 0.2906], [0.0337, 0.0239, -0.2132], [0.1569, -0.0781, -0.0924], [-0.2238, -0.0837, 0.2746], [0.0067, -0.0171, -0.0121], [-0.0303, -0.0209, -0.0308], [0.0050, -0.0176, -0.0155], [0.0117, 0.0121, -0.0186], [0.0900, -0.0821, -0.1424], [0.0100, -0.0720, -0.1195], [0.0896, 0.0196, -0.0903], [0.0464, -0.0007, -0.0604], [-0.0200, -0.0239, 0.1699], [-0.0662, 0.0050, -0.0991], [0.3974, -0.1928, 0.0179], [0.2702, -0.0089, -0.2319], [-0.2985, -0.0842, -0.0093], [-0.1553, 0.0637, 0.1785], [0.3061, 0.2181, -0.1732], [-0.0152, 0.0218, 0.0115], [-0.0217, 0.0688, -0.0004], [-0.0216, 0.0059, 0.0116], [-0.0190, -0.0167, 0.0235], [-0.1617, 0.0531, 0.0716], [-0.1011, 0.1098, -0.0047], [-0.1069, -0.0431, 0.0904], [-0.0849, -0.0258, 0.0415]],
  "multiplicity": 1,
  "gap_ev": 6.1192,
  "total_charge": -1,
  "e_homo_ha": -0.16623
}